Entry 1:
# C23H16BrCl4F6O5SbTi

A structure of composition C23H16BrCl4F6O5SbTi in a non-equilibrium geometry (wB97M-V/def2-TZVPD, the OMol25 dataset).

Structure (XYZ):
```
57
Properties=species:S:1:pos:R:3:lowdin_spin:R:1
H 2.53979 -4.21970 2.38494 0.000
H -1.85522 -2.88435 -0.95382 0.000
C -0.53800 -5.80635 -0.96524 0.000
Cl 0.33359 4.16457 0.62110 -0.007
C 0.74131 -6.45826 0.95490 0.000
F -1.68480 -1.26483 2.37609 0.002
H -3.32556 0.30055 -5.70693 0.000
H -0.40274 0.05109 -1.71920 0.000
F -0.10357 -0.87753 6.39524 0.000
C -0.50967 0.23951 -3.85560 0.000
C -1.04752 0.09898 -2.58837 0.002
H 1.05414 -4.25905 3.31735 0.000
C -2.68923 0.24386 -4.83290 0.000
H -0.81021 -8.38163 -1.39488 0.000
F 0.54787 -1.85175 4.03288 0.000
H 0.87825 -8.63162 -0.94481 0.000
H -1.54497 -3.91912 -2.36176 0.000
H 1.98108 -5.74266 3.07171 0.000
C -1.30983 0.31267 -4.98349 0.000
C -1.08811 -3.43598 -1.49875 0.000
C 3.77548 2.50574 -0.68754 0.042
H -0.37011 -2.69348 -1.84752 0.000
C -0.43585 -4.46454 -0.62114 0.000
H -0.38812 -8.86440 0.25371 0.000
C 2.05012 0.76006 -0.77263 0.091
H 1.18706 -7.23752 1.56316 0.000
C 0.28377 -4.13659 0.54351 0.000
H 1.03340 -2.58115 1.88916 0.000
H -4.31818 0.05220 -3.43020 0.000
H -1.08626 -6.07417 -1.86119 0.000
C 3.40904 1.22684 -0.97670 0.079
Sb -0.17072 -0.17185 4.61451 0.000
C 1.65323 -4.81874 2.59828 0.000
C 0.42395 -2.76993 1.00077 0.000
C 0.88319 -5.13730 1.34039 0.000
F 1.55123 0.57840 4.85373 0.000
O 1.68277 -0.37789 -1.07835 0.256
O -0.11512 -1.79981 0.47110 0.001
Ti -0.87002 -0.13917 1.18273 0.012
C 2.81374 3.43516 -0.18445 0.134
Br 1.37623 0.33938 -4.05602 0.004
O -4.27860 -0.16109 -0.97743 0.000
C -0.08344 -8.25049 -0.59475 0.000
O -0.13364 1.38101 -0.07895 0.151
Cl 4.52211 0.08358 -1.62011 0.018
C 0.03718 -6.80652 -0.19447 0.000
H -0.86011 0.42487 -5.96045 0.000
C -2.42918 0.03121 -2.45143 0.000
C -3.07402 -0.12787 -1.10181 0.000
F 0.71449 0.08568 2.07862 0.001
C 1.07747 1.73204 -0.23879 0.157
F -1.56789 1.21899 2.16843 0.002
C 1.50802 3.05718 0.01906 0.009
Cl 3.31347 5.04468 0.16664 0.042
O -2.23293 -0.23346 -0.11077 0.000
C -3.24794 0.10522 -3.57282 0.000
Cl 5.40015 3.03296 -0.94224 0.006
```

Summary:
Energy relative to the best compared isomer or geometry (same formula, charge and spin) (eV): 0.981
2S+1: 2
HOMO (alpha / beta) (eV): -5.241 / -6.182
HOMO-LUMO gap (alpha / beta) (eV): 6.383 / 7.011
Net charge: -1
DFT total energy (a.u.): -7366.4214

***

Entry 2:
# C18H53N6O5P3Si

A cluster of 3 separate species, C18H53N6O5P3Si in total in a non-equilibrium geometry (wB97M-V/def2-TZVPD, the OMol25 dataset).

Structure (XYZ):
```
86
Properties=species:S:1:pos:R:3:mulliken_charge:R:1
H 3.66952 -3.12655 -2.56433 0.358
C 0.81332 -0.18694 -5.35932 -1.261
C -2.17235 0.79408 7.54341 -1.182
H -2.58059 1.04358 -5.36261 0.353
H 1.90251 4.28537 -5.37192 0.272
C 2.56715 1.20796 0.80779 -1.216
H 5.48872 -3.12156 1.09022 0.328
H -3.07276 2.71006 -5.01660 0.349
H 4.34018 -3.05687 2.44111 0.318
P -3.59435 -2.06779 5.37772 0.899
H -1.51891 4.59485 -5.91635 0.279
H 4.05990 -0.90373 -2.87926 0.456
H 1.83975 1.99767 0.61015 0.332
H -6.49835 -0.91000 6.69995 0.429
H 0.03283 -0.45879 -6.08565 0.313
H 2.70792 1.13706 1.89350 0.316
H 0.27377 4.03535 -2.07822 0.281
H -2.65937 0.50014 5.49135 0.338
H 0.50871 -0.56088 -4.37981 0.348
H 3.49319 1.56143 0.35044 0.340
N -1.12775 2.49567 -5.88665 -0.044
H -3.62770 -4.33952 6.06077 0.315
H 2.03594 -2.87785 -1.90670 0.345
C 5.07762 -2.47728 1.88270 -1.143
H 0.99556 1.58864 -7.42284 0.310
C 0.67030 -0.13296 0.31576 -1.170
C 5.50589 -0.40733 0.80341 -0.820
H 1.73420 -0.70989 -5.62426 0.388
P 2.91261 -1.53934 0.65469 1.001
H -3.93240 -4.29822 3.47897 0.397
H 6.26715 -0.23709 1.56893 0.380
H -6.02287 0.06958 3.88290 0.271
C -2.95726 -3.76649 5.40027 -0.739
O 0.24702 1.64450 -3.04222 -0.629
H -0.39079 5.39749 -3.00463 0.378
C 3.50231 -0.59529 -1.98816 -1.118
C -2.20712 -0.09798 6.28223 -0.182
H 2.54744 1.09943 -6.73223 0.370
N 4.47394 -1.27041 1.32993 0.141
H 5.13490 0.58156 0.54631 0.149
O -2.97130 -1.26799 6.64202 -0.345
O -5.18810 -2.20970 5.69171 -0.448
N 3.56130 -1.67239 -1.01130 0.012
O 2.18084 -1.64608 1.98736 -0.868
H 5.87878 -2.22953 2.58152 0.359
C 1.60616 4.21029 -4.32417 -1.066
H -0.08806 4.07431 -6.83151 0.252
H -3.06252 2.09643 -6.68521 0.376
H 3.25606 -3.76915 -0.98028 0.383
H 1.99673 2.72393 -6.49537 0.151
H -1.34476 3.93553 -2.78183 0.364
H -1.68045 3.73996 -7.45623 0.407
N 0.22327 3.77457 -4.19462 0.182
H -3.22564 0.99927 7.78415 0.295
H 2.48403 -0.34505 -2.29853 0.446
N 1.02510 1.25633 -5.31815 0.263
H -0.80407 -5.11220 2.33632 -0.223
N 2.12820 -0.04536 0.21452 0.290
C -1.09681 3.79634 -6.53210 -0.883
C -0.33114 4.30760 -2.94940 -1.141
H -0.61278 -3.02065 3.62799 -0.138
Si -1.50614 -3.94880 2.90415 0.566
H -1.71862 0.29214 8.39889 0.299
H 0.31717 -0.01538 1.34561 0.435
C -6.59618 -0.57672 4.54930 -1.098
C -5.81224 -0.92757 5.84910 -0.046
H -1.97772 -3.82725 5.88578 0.471
C -2.53548 2.07414 -5.73001 -1.093
H 0.20913 0.64146 -0.30184 0.212
H -2.08853 -3.18805 1.77508 -0.152
H -6.76248 -1.52489 4.02997 0.254
H 1.72723 5.22000 -3.92740 0.393
O -3.42490 -1.40233 4.07797 -0.693
H 2.30867 3.55113 -3.79928 0.259
H -7.53419 -0.10494 4.85650 0.374
H -5.09132 -0.11488 6.00104 0.024
H 3.99309 0.30528 -1.62464 0.224
C -2.98920 -4.44186 4.01263 -0.819
C 1.65018 1.69435 -6.54524 -0.858
P -0.18063 2.09260 -4.42712 0.675
H -1.17182 -0.38591 6.07393 0.350
H 0.31000 -1.09699 -0.05318 0.327
H -2.89260 -5.52378 4.18799 0.405
C 3.10238 -2.91973 -1.65472 -1.110
H -1.72298 1.75953 7.29527 0.376
H 6.01255 -0.82971 -0.07740 0.301
```

Summary:
SMILES: CN(C)P(=O)(N(C)C)N(C)C.CN(C)P(=O)(N(C)C)N(C)C.CCOP(=O)(CC[SiH3])OCC
HOMO (eV): -7.703
HOMO-LUMO gap (eV): 7.399
Net charge: 0
DFT total energy (a.u.): -2735.8023

***

Entry 3:
# C16H34Cl14N2O4

A structure of composition C16H34Cl14N2O4 in a non-equilibrium geometry (wB97M-V/def2-TZVPD, the OMol25 dataset).

Structure (XYZ):
```
70
Properties=species:S:1:pos:R:3:nbo_charge:R:1
Cl -0.73675 2.34098 1.74960 -0.072
C 1.91154 -2.69321 2.77587 -0.380
H -2.78636 1.61836 0.75455 0.232
C 0.88754 4.83951 -0.92190 -0.365
H -0.26890 0.05051 -3.96762 0.231
Cl 0.26662 -3.39077 2.82741 -0.061
H 3.94819 -3.37533 3.16048 0.222
H -2.74384 -0.07871 -4.13204 0.206
Cl 2.67571 3.43801 3.79195 -0.050
H 2.73721 -4.62841 3.33753 0.232
H 2.14480 -3.03195 -2.22727 0.222
H 4.69409 2.14019 3.56440 0.228
H 0.86478 5.63242 -0.17535 0.224
H 1.02542 -0.44069 -6.27920 0.224
C -3.11016 -2.31429 2.30855 -0.503
H -2.38230 0.64386 -1.99794 0.218
H 3.56731 0.31509 2.14440 0.214
H -0.37371 -4.17843 -1.00920 0.230
H 2.10846 4.22426 -2.50149 0.220
Cl 3.46487 5.49276 -0.86525 -0.053
Cl 2.28243 -5.13737 -1.10389 -0.061
N -3.40012 -2.92917 3.65349 0.540
O -1.63827 0.21942 0.28551 -0.381
C 1.33134 0.25161 -5.49595 -0.362
Cl 0.46089 2.20400 -3.87457 -0.064
H 0.63257 -3.04602 -0.07698 0.243
Cl -4.15930 -0.31797 -0.82663 -0.045
H -2.14056 -1.83364 2.17556 0.246
C 0.32518 -3.34567 -1.07355 -0.376
H -4.01927 1.17170 2.74712 0.219
H 0.73824 1.60466 -0.03566 0.256
Cl 3.61831 2.29084 0.88764 -0.072
H -2.63814 1.36737 3.88299 0.233
H -3.26967 -3.12770 1.61410 0.235
H 1.83739 6.01809 -2.45071 0.231
Cl -0.65321 5.09259 -1.83669 -0.093
H -2.19482 -1.13188 -1.89727 0.214
C -3.49551 -0.45603 -3.43767 -0.387
C 1.43364 -3.81503 -1.96742 -0.378
C 0.08806 0.71204 -4.75086 -0.399
Cl 2.87520 -3.15970 5.22170 -0.052
Cl 2.38347 -0.72691 -4.38275 -0.090
H 1.93542 1.03858 -5.93109 0.238
H 1.11778 0.31355 -1.29045 0.251
H -0.34402 1.42293 -1.37580 0.233
H -0.68666 0.92470 -5.48577 0.227
C 0.36363 0.87779 -0.76034 -0.501
O -3.29280 -2.24953 4.64172 -0.371
N -0.43953 0.09305 0.22774 0.539
C 3.13349 1.30281 2.30017 -0.388
O -3.69623 -4.10458 3.61253 -0.380
C 2.93239 -3.57167 3.49852 -0.395
H 2.05928 1.16492 2.20945 0.234
Cl -3.56075 3.36401 3.01275 -0.067
H 2.13161 -2.64051 1.70851 0.213
C 2.03921 5.11879 -1.88344 -0.387
H 0.78663 3.90504 -0.38117 0.226
C -3.06654 1.67072 2.93517 -0.393
Cl -0.69534 -2.10639 -1.90534 -0.071
Cl -4.11237 -2.05531 -3.93111 -0.050
O 0.15180 -0.56386 1.06439 -0.448
H 1.11415 -4.28196 -2.89469 0.229
C -2.89655 -0.31330 -2.04339 -0.408
H -3.77322 -1.45194 2.22069 0.227
C 3.62441 1.94403 3.57182 -0.394
H 1.92845 -1.66680 3.12452 0.227
H -4.35821 0.20237 -3.52048 0.227
C -2.24643 1.44393 1.68192 -0.407
H -1.90300 0.41278 1.56458 0.285
H 3.46107 1.29649 4.43365 0.228
```

Summary:
Energy relative to the best compared isomer or geometry (same formula, charge and spin) (eV): 4.338
HOMO (eV): -9.792
HOMO-LUMO gap (eV): 9.445
Net charge: 0
DFT total energy (a.u.): -7482.8820

***

What is the formula in the first record?
C23H16BrCl4F6O5SbTi